Record 1
DFT (ωB97M-V/def2-TZVPD) results for a single C13H2Cl4F11NO molecule.

As for the HOMO energy: -0.336 Ha. The total energy comes out at -3565.80924 a.u. As for the SMILES: O=C(Nc1cc(Cl)c(Cl)c(Cl)c1Cl)C1(F)C(F)(F)C(F)(F)C(F)(F)C(F)(F)C1(F)F.

Element x y z (Å)
Cl1 -4.79 4.12 2.92
Cl2 -3.48 -1.06 1.95
Cl3 -5.26 1.29 3.60
Cl4 -2.58 5.07 1.04
F1 4.00 -2.32 -2.69
F2 -0.56 -2.05 -1.66
F3 0.56 -2.26 0.65
F4 0.52 -0.24 -2.40
F5 2.80 -0.41 1.33
F6 3.20 -0.41 -3.10
F7 3.17 0.79 -1.00
F8 4.69 -0.72 -0.50
F9 2.96 -2.51 0.32
F10 1.26 -2.42 -3.68
F11 1.82 -3.45 -1.72
O1 0.65 1.05 0.24
N1 -1.28 -0.01 0.70
C1 -4.00 1.61 2.48
C2 -1.78 2.35 0.88
C3 2.52 -1.21 0.19
C4 3.08 -1.43 -2.22
C5 -2.07 1.03 1.02
C6 3.39 -0.59 -0.91
C7 -3.70 2.97 2.22
C8 1.76 -2.25 -2.32
C9 0.98 -1.24 -0.08
C10 -2.71 3.29 1.27
C11 0.09 -0.02 0.30
C12 0.65 -1.40 -1.67
C13 -3.22 0.63 1.79
H1 -0.94 2.75 0.21
H2 -1.73 -0.96 0.82

---

Record 2
DFT (ωB97M-V/def2-TZVPD) results for a molecular structure, C13H30AlO7.

As for the HOMO energy: -0.159 Ha. The total energy comes out at -1282.31447 a.u. As for the charge: -1.

Element x y z (Å)
Al1 3.65 -2.19 1.59
O1 0.06 -6.46 1.75
O2 -2.12 3.68 -3.36
O3 0.13 -4.85 0.26
O4 -2.61 2.23 -4.93
O5 -1.55 -6.42 0.12
O6 -1.63 1.46 -3.00
O7 0.30 5.44 2.33
C1 2.67 -0.90 0.27
C2 -2.08 2.37 -3.69
C3 1.84 0.15 1.27
C4 -0.55 -7.63 2.28
C5 -2.63 0.89 -5.42
C6 0.28 0.38 0.83
C7 0.17 2.98 1.43
C8 -0.55 -5.96 0.65
C9 -1.59 3.98 -2.07
C10 -0.50 4.20 2.30
C11 1.16 5.58 1.14
C12 -0.42 -4.21 -0.90
C13 -0.52 1.50 1.73
H1 0.26 0.75 -0.28
H2 0.03 -7.95 3.16
H3 -0.52 3.81 3.43
H4 1.81 -0.30 2.38
H5 -1.67 5.05 -1.90
H6 -1.64 4.38 2.02
H7 3.46 -0.27 -0.34
H8 -1.67 1.55 1.41
H9 -3.24 0.25 -4.77
H10 2.16 4.92 1.19
H11 -0.39 -4.89 -1.76
H12 1.55 6.71 1.14
H13 -0.53 3.70 -2.02
H14 -1.44 -3.87 -0.70
H15 -0.52 -8.45 1.55
H16 0.61 5.41 0.11
H17 0.21 -3.34 -1.12
H18 -3.08 0.90 -6.41
H19 -0.53 1.23 2.87
H20 -1.57 -7.43 2.60
H21 -1.61 0.49 -5.50
H22 -0.32 -0.65 0.88
H23 4.51 -1.26 2.55
H24 4.49 -3.24 0.75
H25 0.11 3.14 0.26
H26 -2.16 3.46 -1.29
H27 1.29 2.88 1.82
H28 2.49 1.12 1.32
H29 1.90 -1.45 -0.41
H30 2.49 -2.85 2.47

---

Record 3
DFT (ωB97M-V/def2-TZVPD) results for a molecular structure, C13H30BI2O3P2Tc.

As for the HOMO energy (spin up / spin down): -0.655 / -0.655 Ha. The total energy comes out at -2121.77272 a.u. As for the charge: +3. As for the spin multiplicity: 4.

Element x y z (Å)
I1 -0.05 -1.82 -6.66
I2 0.00 2.49 -3.37
Tc1 0.02 0.33 -1.97
P1 -2.23 0.11 -1.55
P2 2.27 0.11 -1.57
O1 0.17 -0.87 0.98
O2 -0.28 1.38 1.09
O3 0.04 -2.54 -3.18
C1 -3.01 -0.11 -3.17
C2 -3.02 1.52 -0.74
C3 0.33 -0.52 2.35
C4 3.04 1.48 -0.67
C5 1.80 -0.45 2.73
C6 3.06 -0.05 -3.19
C7 -0.28 -1.66 3.16
C8 -1.86 0.74 2.85
C9 -0.40 0.89 2.43
C10 -2.63 -1.39 -0.63
C11 0.03 -1.46 -2.69
C12 2.69 -1.45 -0.73
C13 0.23 1.92 3.37
B1 -0.03 0.31 0.19
H1 -3.15 2.32 -1.48
H2 -2.63 -2.22 -1.36
H3 3.68 -1.35 -0.26
H4 2.73 0.78 -3.83
H5 4.14 -0.05 -3.04
H6 2.73 -0.99 -3.63
H7 -2.38 -0.03 2.27
H8 2.35 0.29 2.15
H9 -1.33 -1.85 2.90
H10 -2.40 1.68 2.67
H11 1.93 -1.69 0.02
H12 2.28 -1.42 2.53
H13 -2.37 1.89 0.07
H14 -0.29 2.89 3.28
H15 -4.09 -0.13 -3.02
H16 -2.66 -1.06 -3.59
H17 3.17 2.32 -1.37
H18 1.90 -0.23 3.81
H19 -0.22 -1.44 4.23
H20 2.39 1.81 0.15
H21 -2.71 0.71 -3.83
H22 0.11 1.58 4.40
H23 1.30 2.07 3.19
H24 2.70 -2.23 -1.51
H25 -3.62 -1.28 -0.18
H26 0.29 -2.59 2.97
H27 -1.91 0.50 3.92
H28 4.02 1.15 -0.28
H29 -3.99 1.20 -0.34
H30 -1.87 -1.60 0.14

---

Record 4
DFT (ωB97M-V/def2-TZVPD) results for a molecular structure, C13H30N2O2PS7SbW.

As for the HOMO energy (spin up / spin down): -0.417 / -0.422 Ha. The total energy comes out at -4209.29885 a.u. As for the charge: +1. As for the spin multiplicity: 2.

Element x y z (Å)
W1 0.28 -2.19 -0.29
Sb1 0.32 -3.64 2.41
S1 2.08 -3.76 -0.94
S2 -1.21 -3.76 0.25
S3 1.66 -5.42 2.29
S4 -0.94 -0.12 -0.13
S5 0.05 -1.96 -2.78
S6 1.58 -1.58 1.51
S7 -0.98 -2.79 4.03
P1 1.96 -2.65 -2.63
O1 2.45 -3.36 -3.92
O2 2.95 -1.41 -2.51
N1 -0.64 0.97 2.31
N2 -2.41 -0.46 2.08
C1 -3.51 -1.08 1.35
C2 0.00 4.13 1.68
C3 -5.23 0.76 1.94
C4 -4.39 1.89 2.55
C5 3.35 0.95 -2.60
C6 -4.53 -0.05 0.85
C7 2.74 -0.18 -1.79
C8 0.38 2.83 0.97
C9 4.56 -3.46 -5.13
C10 0.04 5.31 0.71
C11 0.60 1.65 1.92
C12 3.74 -4.05 -4.00
C13 -1.36 0.14 1.57
H1 -0.22 6.24 1.22
H2 -3.97 -1.80 2.02
H3 5.50 -4.01 -5.19
H4 4.77 -2.41 -4.94
H5 3.22 -0.27 -0.82
H6 -5.04 2.66 2.96
H7 1.32 3.00 0.43
H8 1.66 -0.01 -1.66
H9 -6.12 1.21 1.49
H10 1.07 1.99 2.84
H11 3.23 1.89 -2.06
H12 -2.56 -0.37 3.07
H13 -3.11 -1.61 0.49
H14 -0.93 1.09 3.27
H15 -0.38 2.58 0.23
H16 -3.76 2.36 1.79
H17 -4.02 0.64 0.16
H18 -1.00 4.05 2.11
H19 -5.58 0.09 2.73
H20 4.03 -3.56 -6.07
H21 1.04 5.43 0.29
H22 -0.66 5.17 -0.11
H23 -5.27 -0.60 0.27
H24 -3.75 1.54 3.36
H25 1.26 0.92 1.46
H26 0.70 4.32 2.50
H27 4.27 -3.97 -3.05
H28 3.50 -5.10 -4.18
H29 2.86 1.03 -3.57
H30 4.41 0.76 -2.75

---

Record 5
DFT (ωB97M-V/def2-TZVPD) results for 3 unconnected molecules or ions with the total composition C13H30N2O5P2.

As for the HOMO energy: -0.302 Ha. The total energy comes out at -1681.73054 a.u. As for the SMILES: CNCN([PH2]=O)C(=O)OP(C)C.C1CCOC1.C1CCOC1.

Element x y z (Å)
P1 -0.59 1.40 -2.35
P2 1.75 -2.57 -1.76
O1 1.56 -0.72 1.23
O2 -0.81 -1.28 -3.69
O3 -2.75 2.75 3.59
O4 -1.70 1.18 -1.41
O5 0.13 -2.08 -1.81
N1 1.92 -0.48 -4.30
N2 0.52 0.15 -2.41
C1 -0.09 -1.11 -2.73
C2 -2.99 1.76 4.59
C3 0.21 -0.24 1.18
C4 -4.68 1.53 2.96
C5 -4.45 1.35 4.45
C6 1.50 1.38 2.33
C7 0.08 0.81 2.27
C8 1.92 -3.51 -0.21
C9 1.90 -3.79 -3.11
C10 1.73 0.45 -3.20
C11 2.34 0.13 2.08
C12 -3.84 2.77 2.66
C13 3.32 -0.46 -4.73
H1 -1.04 1.69 -3.65
H2 2.59 0.35 -2.54
H3 -3.45 2.79 1.65
H4 -4.63 0.34 4.81
H5 -5.08 2.03 5.02
H6 1.03 -3.49 0.41
H7 1.65 2.10 1.52
H8 2.69 -3.42 -3.75
H9 2.23 -4.53 -0.39
H10 1.38 -0.16 -5.08
H11 -0.47 -1.08 1.31
H12 2.70 -3.01 0.35
H13 1.71 1.48 -3.56
H14 -2.75 2.18 5.57
H15 0.04 0.20 0.20
H16 3.29 0.35 1.59
H17 -4.42 3.69 2.83
H18 -5.72 1.66 2.68
H19 1.74 1.87 3.27
H20 2.55 -0.40 3.02
H21 3.48 -1.21 -5.49
H22 -4.28 0.68 2.41
H23 3.97 -0.70 -3.89
H24 2.10 -4.80 -2.78
H25 3.60 0.52 -5.12
H26 1.00 -3.82 -3.72
H27 -2.32 0.91 4.41
H28 -0.68 1.56 2.06
H29 0.23 2.48 -2.00
H30 -0.16 0.33 3.23

---

Record 6
DFT (ωB97M-V/def2-TZVPD) results for 4 unconnected molecules or ions with the total composition C13H30O13S3.

As for the HOMO energy: -0.384 Ha. The total energy comes out at -2685.96637 a.u. As for the SMILES: C[C@H]1OC(=O)O[C@H]1O.CCOS(C)(=O)=O.CCOS(C)(=O)=O.CCOS(C)(=O)=O.

Element x y z (Å)
S1 4.39 3.84 3.83
S2 0.63 0.18 0.94
S3 -1.36 -1.13 -5.05
O1 1.77 1.06 0.24
O2 -2.47 -1.22 -4.16
O3 -6.57 -2.32 1.31
O4 -0.60 0.35 0.23
O5 -3.53 -1.72 0.37
O6 5.44 2.72 4.28
O7 1.16 -1.12 1.22
O8 5.04 5.12 3.87
O9 3.15 3.61 4.51
O10 -5.15 -3.96 2.02
O11 -0.10 -0.60 -4.61
O12 -4.71 -1.72 2.32
O13 -1.11 -2.56 -5.72
C1 1.52 0.69 -2.16
C2 -1.86 -0.29 -6.51
C3 2.40 0.54 -0.94
C4 4.22 3.32 2.16
C5 -0.41 -3.56 -4.95
C6 -6.25 -1.46 -0.98
C7 -1.29 -4.19 -3.89
C8 5.23 2.53 6.71
C9 -4.54 -1.04 1.04
C10 -5.43 -2.85 1.92
C11 0.54 1.09 2.45
C12 6.12 2.89 5.53
C13 -6.01 -1.23 0.53
H1 -1.55 -3.47 -3.12
H2 2.06 0.41 -3.07
H3 4.79 1.55 6.58
H4 -7.22 -1.96 -1.13
H5 0.64 0.05 -2.09
H6 -2.22 -4.55 -4.33
H7 -6.50 -0.27 0.78
H8 4.42 3.25 6.81
H9 3.45 3.95 1.69
H10 0.32 2.13 2.22
H11 -2.71 -0.81 -6.94
H12 -0.77 -5.03 -3.42
H13 3.31 1.12 -1.08
H14 6.51 3.90 5.62
H15 5.17 3.45 1.65
H16 1.49 1.00 2.97
H17 -6.32 -0.47 -1.49
H18 -5.45 -2.04 -1.47
H19 5.81 2.54 7.64
H20 0.50 -3.13 -4.51
H21 1.17 1.71 -2.27
H22 2.70 -0.50 -0.79
H23 -1.03 -0.26 -7.21
H24 -4.37 0.01 1.32
H25 -0.09 -4.32 -5.66
H26 -2.15 0.72 -6.23
H27 -0.27 0.66 3.04
H28 3.90 2.28 2.14
H29 -2.77 -1.12 0.31
H30 6.98 2.21 5.51

---

Record 7
DFT (ωB97M-V/def2-TZVPD) results for a molecular structure, C13H31CdIN4O5.

As for the HOMO energy: -0.246 Ha. The total energy comes out at -1574.39677 a.u.

Element x y z (Å)
I1 -0.14 -2.52 4.25
Cd1 0.81 -0.66 1.01
O1 3.91 -1.37 0.28
O2 -2.41 0.74 1.13
O3 -0.30 -3.37 -0.96
O4 1.69 2.25 2.59
O5 0.66 1.08 -1.96
N1 -1.13 -5.45 -1.30
N2 -4.71 0.66 1.00
N3 -0.10 1.10 -4.10
N4 2.10 4.15 3.71
C1 2.37 3.26 2.72
C2 -3.54 2.34 2.39
C3 -4.91 -0.63 0.33
C4 -0.20 -4.47 -1.47
C5 1.18 -4.88 -2.04
C6 -3.51 1.18 1.41
C7 1.33 3.75 4.88
C8 0.82 1.30 -3.15
C9 -1.50 0.69 -4.14
C10 5.29 -1.40 0.02
C11 3.23 3.66 1.54
C12 2.01 2.09 -3.65
C13 -2.23 -5.36 -0.30
H1 5.50 -0.49 -0.54
H2 1.57 -3.99 -2.55
H3 -4.00 -1.12 0.00
H4 2.04 3.10 -3.24
H5 5.48 -2.22 -0.67
H6 2.54 5.05 3.75
H7 -5.44 1.23 1.41
H8 1.04 -5.70 -2.74
H9 -4.19 2.14 3.25
H10 3.46 4.70 1.73
H11 5.97 -1.60 0.85
H12 4.12 3.06 1.70
H13 2.85 1.57 -3.19
H14 -5.61 -0.39 -0.47
H15 -0.89 -6.38 -1.61
H16 2.03 2.01 -4.74
H17 0.38 0.96 -4.98
H18 0.52 4.47 4.89
H19 -1.80 -0.15 -3.51
H20 2.80 3.54 0.54
H21 -3.92 3.23 1.89
H22 -2.38 -6.25 0.30
H23 1.91 3.83 5.80
H24 -2.52 2.63 2.63
H25 -3.12 -5.26 -0.93
H26 0.81 2.80 4.73
H27 -5.57 -1.12 1.05
H28 -2.08 1.53 -3.75
H29 -2.06 -4.63 0.49
H30 1.71 -5.17 -1.13
H31 -1.84 0.46 -5.15

---

Record 8
DFT (ωB97M-V/def2-TZVPD) results for a molecular structure, C13H31ClN3O5Zn.

As for the HOMO energy: -0.437 Ha. The total energy comes out at -3293.86453 a.u. As for the charge: +1.

Element x y z (Å)
Zn1 0.00 -0.15 0.28
Cl1 2.09 -0.41 1.36
O1 -0.84 1.08 1.95
O2 -0.71 -1.82 1.21
O3 -2.05 0.03 -0.35
O4 0.40 -1.02 -1.45
O5 0.18 1.67 -0.66
N1 0.02 -2.41 3.21
N2 1.78 3.06 -1.40
N3 2.58 -1.05 -1.88
C1 2.83 2.58 -0.52
C2 -2.26 0.86 1.94
C3 -0.47 2.43 2.17
C4 -2.79 0.86 0.53
C5 -2.73 -0.09 -1.59
C6 1.31 -1.24 -2.27
C7 -2.20 -3.20 2.48
C8 -0.40 3.10 -2.47
C9 1.00 -1.69 -3.65
C10 0.06 -3.19 4.44
C11 0.54 2.57 -1.43
C12 3.74 -0.99 -2.76
C13 -0.92 -2.44 2.27
H1 -2.81 -3.19 1.59
H2 -2.73 -2.71 3.31
H3 -0.69 -3.98 4.37
H4 0.61 2.50 2.00
H5 4.60 -0.72 -2.16
H6 -2.73 1.90 0.17
H7 -3.74 -0.47 -1.42
H8 3.60 -0.28 -3.57
H9 2.45 2.31 0.45
H10 -2.22 -0.79 -2.24
H11 0.40 -2.61 -3.61
H12 -0.65 2.68 3.22
H13 3.91 -1.98 -3.20
H14 -2.73 1.64 2.53
H15 3.57 3.38 -0.41
H16 1.05 -3.60 4.61
H17 0.86 -1.92 2.90
H18 -2.02 -4.24 2.73
H19 -0.25 -2.60 5.30
H20 -0.34 2.46 -3.35
H21 -0.95 3.15 1.50
H22 -0.18 4.12 -2.76
H23 -2.78 0.89 -2.07
H24 1.87 -1.90 -4.26
H25 1.96 3.85 -2.00
H26 3.40 1.77 -0.97
H27 -1.42 3.06 -2.07
H28 -2.42 -0.06 2.50
H29 -3.84 0.58 0.52
H30 0.34 -0.97 -4.14
H31 2.68 -0.80 -0.90

---

Record 9
DFT (ωB97M-V/def2-TZVPD) results for a molecular structure, C13H31EuN7.

As for the HOMO energy (spin up / spin down): -0.486 / -0.537 Ha. The total energy comes out at -1607.17066 a.u. As for the charge: +2. As for the spin multiplicity: 8.

Element x y z (Å)
Eu1 0.45 0.13 0.28
N1 -1.96 -0.07 0.52
N2 -1.36 -1.32 -1.29
N3 2.82 0.51 1.30
N4 -3.60 -0.52 -1.11
N5 0.87 2.70 0.69
N6 2.15 0.02 -1.65
N7 1.10 -1.85 1.93
C1 2.99 1.92 1.69
C2 -2.73 -1.00 -3.33
C3 -2.37 -0.60 -0.58
C4 2.34 2.89 0.72
C5 -2.97 0.55 1.38
C6 2.54 -1.79 2.27
C7 -4.66 0.22 -0.40
C8 2.99 -0.36 2.49
C9 3.24 -0.68 -0.93
C10 -1.54 -1.70 -2.72
C11 -4.05 1.22 0.55
C12 3.78 0.15 0.23
C13 -3.92 -1.15 -2.40
H1 1.89 -0.52 -2.46
H2 -2.49 1.27 2.03
H3 -4.19 -2.20 -2.27
H4 -4.84 1.64 1.19
H5 2.52 0.89 -2.04
H6 0.56 -1.71 2.78
H7 -0.63 -1.46 -3.26
H8 4.04 -0.36 2.82
H9 -3.62 2.05 -0.01
H10 -5.29 -0.49 0.13
H11 -1.19 -2.16 -0.75
H12 -5.27 0.71 -1.16
H13 2.41 0.07 3.30
H14 4.05 2.17 1.81
H15 4.08 -0.90 -1.59
H16 2.52 2.05 2.67
H17 2.61 3.91 1.02
H18 0.87 -2.81 1.66
H19 0.48 3.03 1.57
H20 4.19 1.07 -0.19
H21 -2.94 -1.42 -4.31
H22 -4.79 -0.63 -2.79
H23 2.73 2.75 -0.29
H24 2.77 -2.37 3.17
H25 -1.69 -2.78 -2.77
H26 0.47 3.34 0.00
H27 2.85 -1.64 -0.58
H28 -3.41 -0.21 2.04
H29 -2.53 0.07 -3.47
H30 4.63 -0.39 0.66
H31 3.10 -2.26 1.46

---

no.,largest force on an atom (eV Å⁻¹)
1,5.90
2,2.73
3,4.64
4,1.75
5,1.76
6,4.55
7,3.14
8,1.10
9,0.89